This record from the Open Molecules 2025 dataset describes a 2-piece molecular cluster, C4H12 overall at a distorted geometry. The level of theory is the ωB97M-V functional and the def2-TZVPD basis.

## Properties
total charge	0
relative energy (zero: lowest compared OMol25 entry of this formula, charge and spin)	13.19	kcal per mole
LUMO energy	1.11	eV
HOMO	-11.50	eV
orbital gap	12.60	eV
SMILES	CC.CC
energy	-159.5640	Ha

CARTESIAN COORDINATES (ANGSTROEM)
C (1.588, 1.871, 0.164)
C (0.472, 2.283, -0.748)
H (1.968, 0.891, -0.123)
H (2.378, 2.580, 0.360)
H (1.215, 1.744, 1.193)
H (0.643, 3.242, -1.251)
H (-0.544, 2.307, -0.345)
H (0.272, 1.633, -1.608)
C (-1.066, -2.250, -0.428)
C (-1.015, -1.829, 1.073)
H (-0.440, -3.140, -0.538)
H (-2.039, -2.458, -0.864)
H (-0.479, -1.571, -1.053)
H (-1.313, -2.632, 1.740)
H (0.056, -1.665, 1.170)
H (-1.698, -1.005, 1.258)

Forces on the atoms, in the same order (eV/Å):
C -0.446 -0.911 1.557
C -1.147 0.668 -1.708
H 0.399 0.173 0.022
H 0.358 0.265 -0.774
H -0.172 -0.233 -0.261
H -0.012 0.084 0.368
H 0.322 0.297 0.668
H 0.687 -0.366 0.131
C 0.826 -0.507 0.415
C -0.109 -0.645 -1.694
H -0.358 -0.386 0.104
H -0.095 0.165 0.066
H -0.586 0.516 0.063
H 0.009 -0.248 -0.022
H -0.190 0.688 0.899
H 0.515 0.440 0.167

This record from the Open Molecules 2025 dataset describes a 2-piece molecular cluster, C5H11O2 overall at a distorted geometry. The level of theory is the ωB97M-V functional and the def2-TZVPD basis.

## Properties
total charge	-1
relative energy (zero: lowest compared OMol25 entry of this formula, charge and spin)	8.87	kcal per mole
LUMO energy	3.84	eV
HOMO	-3.85	eV
orbital gap	7.70	eV
energy	-347.6355	Ha

CARTESIAN COORDINATES (ANGSTROEM)
C (-1.821, -1.683, -0.260)
C (-0.588, -2.536, -0.600)
H (-2.458, -2.096, 0.521)
H (-1.574, -0.668, 0.011)
H (-2.476, -1.815, -1.121)
H (0.337, -2.022, -0.331)
H (-0.491, -2.749, -1.655)
H (-0.614, -3.520, -0.121)
C (0.552, 1.231, 0.383)
C (0.544, 2.698, 0.784)
C (1.934, 0.867, -0.276)
O (1.878, 0.280, -1.379)
O (2.936, 1.244, 0.373)
H (0.473, 0.602, 1.277)
H (-0.224, 0.939, -0.325)
H (0.694, 3.368, -0.065)
H (1.296, 2.846, 1.539)
H (-0.397, 3.013, 1.244)

Forces on the atoms, in the same order (eV/Å):
C -0.396 -1.290 -0.549
C 0.411 -0.073 0.701
H 0.392 -0.140 0.502
H -0.110 0.278 -0.371
H -0.163 0.973 -0.169
H -0.029 -0.112 0.107
H -0.161 0.190 -0.402
H 0.039 0.159 0.165
C 0.709 -0.254 -0.275
C -0.850 -0.049 0.049
C -0.289 0.340 0.117
O 0.041 -0.158 0.053
O 0.052 -0.165 -0.059
H -0.155 0.038 0.014
H -0.111 0.254 0.059
H 0.278 -0.097 0.000
H 0.590 0.227 0.054
H -0.251 -0.122 0.003

This record from the Open Molecules 2025 dataset describes C14H17AuNO10P2S as an isolated structure. The level of theory is the ωB97M-V functional and the def2-TZVPD basis.

## Properties
total charge	+1
multiplicity	3
relative energy (zero: lowest compared OMol25 entry of this formula, charge and spin)	5.32	kcal per mole
LUMO energy (spin up / spin down)	-3.11 / -6.07	eV
HOMO (spin up / spin down)	-12.58 / -12.59	eV
orbital gap (spin up / spin down)	9.47 / 6.52	eV
energy	-2567.2355	Ha

CARTESIAN COORDINATES (ANGSTROEM)
Au (1.258, -0.629, -0.168)
C (0.949, 3.345, -1.367)
C (1.861, 2.426, -2.186)
O (2.503, 3.100, -3.253)
P (0.878, 1.111, -2.951)
O (1.764, 0.333, -3.982)
O (-0.254, 1.770, -3.810)
O (0.243, 0.246, -1.879)
P (3.170, 1.702, -1.108)
O (3.793, 0.546, -2.080)
O (4.167, 2.720, -0.776)
O (2.450, 0.967, 0.045)
H (0.253, 3.853, -2.032)
H (1.566, 4.092, -0.866)
H (0.395, 2.790, -0.611)
H (3.212, 3.645, -2.879)
H (2.683, 0.251, -3.652)
H (-0.206, 1.629, -4.765)
H (4.754, 0.657, -2.142)
O (0.237, -2.394, -0.228)
S (-0.868, -2.820, 0.771)
C (-0.652, -1.797, 2.194)
C (-0.192, -2.420, 3.346)
C (0.025, -1.649, 4.482)
C (-0.208, -0.285, 4.444)
C (-0.662, 0.330, 3.280)
C (-0.899, -0.425, 2.148)
C (-2.379, -2.164, 0.103)
C (-2.389, -1.524, -1.121)
C (-3.605, -1.055, -1.607)
C (-4.769, -1.241, -0.879)
C (-4.737, -1.904, 0.344)
C (-3.537, -2.375, 0.844)
H (-0.013, -3.488, 3.354)
H (0.376, -2.116, 5.392)
H (-0.039, 0.311, 5.331)
H (-0.849, 1.395, 3.265)
H (-1.301, 0.033, 1.250)
H (-1.476, -1.385, -1.682)
H (-3.635, -0.545, -2.560)
H (-5.710, -0.876, -1.266)
H (-5.649, -2.055, 0.905)
H (-3.504, -2.892, 1.796)
O (4.634, -0.365, 1.668)
N (3.740, -0.217, 2.419)
O (2.622, -0.631, 2.472)

Forces on the atoms, in the same order (eV/Å):
Au 0.006 0.086 0.042
C 0.072 0.040 0.022
C 0.017 -0.145 0.051
O -0.002 0.024 -0.052
P -0.106 -0.082 0.272
O 0.156 0.016 0.099
O -0.134 -0.105 0.002
O 0.000 0.174 -0.335
P 0.031 -0.059 -0.149
O -0.119 0.070 0.164
O -0.045 0.061 0.063
O 0.133 0.064 0.022
H -0.005 -0.008 -0.004
H -0.011 0.000 0.004
H -0.005 -0.008 0.001
H -0.008 0.007 0.011
H -0.033 -0.068 -0.130
H 0.076 0.063 -0.012
H -0.009 -0.032 -0.047
O 0.039 -0.122 -0.023
S 0.022 0.081 -0.100
C -0.010 -0.025 0.112
C 0.001 0.041 0.013
C 0.012 -0.065 -0.036
C 0.011 0.055 0.005
C 0.010 0.027 0.032
C -0.021 -0.025 -0.067
C -0.047 -0.034 0.111
C -0.001 0.021 -0.033
C 0.001 0.000 -0.001
C 0.009 0.000 -0.014
C -0.003 -0.006 0.018
C -0.001 0.024 -0.043
H 0.008 0.001 0.018
H -0.002 -0.010 -0.006
H 0.001 0.004 -0.004
H 0.002 0.000 0.008
H -0.024 -0.008 0.009
H -0.013 -0.016 0.009
H -0.003 0.003 -0.001
H -0.001 -0.001 -0.001
H 0.001 0.001 -0.001
H 0.002 -0.001 0.001
O 0.004 -0.007 -0.010
N 0.006 0.023 0.037
O -0.015 -0.059 -0.055

This record from the Open Molecules 2025 dataset describes a 2-piece molecular cluster, C5H12N4 overall at a distorted geometry. The level of theory is the ωB97M-V functional and the def2-TZVPD basis.

## Properties
total charge	0
relative energy (zero: lowest compared OMol25 entry of this formula, charge and spin)	99.34	kcal per mole
LUMO energy (spin up / spin down)	0.53 / 0.53	eV
HOMO (spin up / spin down)	-7.22 / -7.22	eV
orbital gap (spin up / spin down)	7.75 / 7.75	eV
SMILES	C=CC(=C)N.N/C=N\N
energy	-416.5871	Ha

CARTESIAN COORDINATES (ANGSTROEM)
C (-1.247, 0.409, -0.141)
N (-1.004, 1.651, -0.712)
C (-0.426, -0.789, -0.866)
C (-2.253, 0.173, 0.706)
C (-0.615, -2.083, -0.557)
H (-0.059, 1.800, -1.036)
H (-1.388, 2.443, -0.216)
H (-0.359, -0.495, -1.908)
H (-2.487, -0.820, 1.047)
H (-2.842, 0.978, 1.118)
H (-0.601, -2.445, 0.459)
H (-0.734, -2.842, -1.313)
N (0.993, 0.326, 1.833)
N (1.923, 0.864, -0.758)
C (1.702, -0.430, -0.206)
N (1.566, -0.644, 1.090)
H (0.304, 0.905, 1.316)
H (0.557, -0.089, 2.651)
H (2.399, 1.499, -0.127)
H (2.372, 0.832, -1.662)
H (2.200, -1.243, -0.719)

Forces on the atoms, in the same order (eV/Å):
C 1.244 -1.701 -0.913
N 0.153 0.169 0.070
C -4.002 0.966 0.302
C 0.359 -0.140 0.204
C 0.115 0.379 -0.161
H 0.063 -0.065 0.129
H -0.050 -0.089 -0.094
H 0.203 -0.201 -0.211
H 0.038 -0.149 -0.085
H -0.091 0.207 -0.051
H -0.474 0.155 0.266
H 0.633 -0.095 -0.271
N -0.313 1.559 0.397
N -0.854 -0.075 -0.334
C 3.074 0.436 3.449
N -0.477 -0.803 -3.037
H 0.685 -0.465 0.579
H 0.093 0.136 -0.237
H -0.094 -0.162 0.074
H 0.001 -0.007 0.145
H -0.307 -0.056 -0.222

This record from the Open Molecules 2025 dataset describes one molecule with the formula C4H7NO2. The level of theory is the ωB97M-V functional and the def2-TZVPD basis.

## Properties
total charge	0
relative energy (zero: lowest compared OMol25 entry of this formula, charge and spin)	95.12	kcal per mole
LUMO energy	0.85	eV
HOMO	-7.13	eV
orbital gap	7.98	eV
energy	-361.7293	Ha

CARTESIAN COORDINATES (ANGSTROEM)
C (1.884, 0.164, 0.528)
C (0.541, -0.271, 0.008)
C (-0.627, -0.322, 0.915)
N (-1.678, -0.459, -0.131)
C (-1.458, 0.251, -1.217)
O (-2.011, 0.577, -2.223)
O (-0.047, 0.870, -0.899)
H (1.786, 1.020, 1.200)
H (2.563, 0.410, -0.293)
H (2.321, -0.666, 1.094)
H (0.634, -1.051, -0.771)
H (-0.295, 1.454, -0.112)
H (-0.656, -1.170, 1.600)
H (-2.588, -0.876, -0.004)

Forces on the atoms, in the same order (eV/Å):
C -0.016 0.010 0.041
C 0.153 0.102 0.022
C 0.061 -0.289 -0.057
N -0.114 0.091 -0.197
C -0.313 0.038 -0.288
O 0.312 -0.156 0.582
O -0.088 0.108 0.021
H 0.010 -0.111 -0.089
H -0.094 -0.045 0.115
H -0.069 0.093 -0.069
H -0.062 0.031 0.167
H 0.081 -0.018 -0.178
H 0.031 0.094 -0.074
H 0.108 0.053 0.002

This record from the Open Molecules 2025 dataset describes one molecule with the formula C4H9NO2 at a distorted geometry. The level of theory is the ωB97M-V functional and the def2-TZVPD basis.

## Properties
total charge	0
relative energy (zero: lowest compared OMol25 entry of this formula, charge and spin)	100.94	kcal per mole
LUMO energy	0.86	eV
HOMO	-8.23	eV
orbital gap	9.08	eV
energy	-362.9247	Ha

CARTESIAN COORDINATES (ANGSTROEM)
C (1.554, -0.117, -1.202)
N (1.798, -0.030, 0.271)
C (1.122, 0.448, 1.343)
O (-0.097, 0.937, 1.285)
C (-1.054, 0.859, 0.229)
C (-1.823, -0.435, 0.391)
O (-1.038, -1.574, 0.101)
H (2.413, -0.571, -1.706)
H (0.680, -0.759, -1.389)
H (1.382, 0.868, -1.652)
H (2.620, 0.310, 0.798)
H (-1.705, 1.720, 0.393)
H (-0.598, 0.930, -0.758)
H (-2.226, -0.473, 1.413)
H (-2.662, -0.447, -0.308)
H (-0.365, -1.666, 0.791)

Forces on the atoms, in the same order (eV/Å):
C 0.083 0.160 0.215
N -0.319 0.688 0.789
C -0.608 0.327 0.395
O -0.195 -0.147 0.238
C -0.248 -0.078 -0.335
C -0.331 0.179 -0.015
O 0.177 -0.061 0.167
H -0.067 0.094 0.359
H 0.372 0.271 0.245
H 0.057 -0.151 0.109
H 1.214 -1.077 -1.913
H -0.030 -0.126 -0.128
H -0.054 0.026 0.098
H 0.044 -0.039 -0.155
H 0.033 -0.033 0.022
H -0.128 -0.032 -0.092